1.
The following is a DFT calculation (ωB97M-V/def2-TZVPD) of C10H13Al2BeBrCl5F6LiNO6PS2 as an isolated structure at a distorted geometry.

HOMO energy ... -0.2105 Eh
Total charge ... 0
Kohn-Sham gap ... 1.862 eV

The geometry in XYZ format:
```
49
C10H13Al2BeBrCl5F6LiNO6PS2 ωB97M-V/def2-TZVPD
O -4.65 3.95 -1.57
P -3.66 4.52 -0.61
S -2.83 3.10 0.84
O -3.35 3.58 2.10
O -3.36 1.79 0.54
N -1.22 3.07 0.69
S -0.50 2.26 1.80
O -0.84 2.60 3.16
O -0.52 0.80 1.60
C 1.22 2.77 1.66
C 2.03 1.83 2.55
C 2.66 2.54 3.87
O 3.35 2.00 2.55
H -2.59 5.08 -1.41
H -4.19 5.58 0.14
H 1.62 2.66 0.65
H 1.32 3.77 2.08
H 1.65 0.82 2.69
H 2.21 1.67 4.46
H 3.61 2.44 4.39
C 1.43 -2.78 -1.14
C 0.80 -3.41 -2.21
C -0.43 -2.94 -2.68
C -1.02 -1.84 -2.09
C -0.38 -1.20 -1.03
C 0.84 -1.68 -0.55
H 2.38 -3.16 -0.78
H 1.27 -4.28 -2.67
H -0.91 -3.45 -3.50
H -1.97 -1.47 -2.45
H -0.86 -0.34 -0.56
H 1.33 -1.18 0.28
Al -3.25 5.91 -3.07
F 2.97 -4.90 -2.51
F 3.25 -6.54 -3.12
C -1.88 0.01 5.65
Cl -0.09 0.23 5.60
Cl -2.59 0.93 4.40
Cl -2.23 -1.72 5.48
Cl -2.43 0.55 7.26
F 1.19 -4.84 -4.96
Al 1.64 -5.10 -6.53
F 0.93 -6.47 -7.15
F 3.48 -5.30 -6.60
F 1.24 -3.78 -7.46
Be 0.85 0.89 -0.57
Br 4.00 -3.74 -7.53
Cl -1.63 5.67 0.55
Li 0.10 -0.89 7.71
```

2.
The following is a DFT calculation (ωB97M-V/def2-TZVPD) of an isolated molecule of C2H3FS at a distorted geometry.

HOMO energy (spin up / spin down) ... -0.2988 / -0.3089 Eh
Energy relative to the best compared isomer or geometry (same formula, charge and spin) ... 4.072 eV
Total charge ... 0
Kohn-Sham gap (spin up / spin down) ... 8.108 / 8.006 eV

The geometry in XYZ format:
```
7
C2H3FS ωB97M-V/def2-TZVPD
C 0.40 0.19 1.71
C -0.25 -0.18 -1.64
F -0.80 -1.14 -2.29
S -0.08 -0.60 0.25
H 0.29 1.21 1.67
H 1.03 -0.27 2.38
H -0.60 0.80 -2.08
```

3.
The following is a DFT calculation (ωB97M-V/def2-TZVPD) of C3H3Br2FO as an isolated structure at a distorted geometry.

HOMO energy (spin up / spin down) ... -0.3036 / -0.3036 Eh
Energy relative to the best compared isomer or geometry (same formula, charge and spin) ... 2.168 eV
Total charge ... 0
Kohn-Sham gap (spin up / spin down) ... 8.199 / 8.198 eV

The geometry in XYZ format:
```
10
C3H3Br2FO ωB97M-V/def2-TZVPD
C 0.78 0.52 0.57
C 1.27 0.36 -0.71
C -1.38 -0.49 0.44
O 0.96 1.06 1.61
F -1.51 -0.39 -0.86
Br -1.33 -2.36 1.11
Br -2.75 0.49 1.38
H 2.27 0.28 -0.97
H 0.87 1.11 -1.46
H 0.82 -0.59 -1.12
```

4.
The following is a DFT calculation (ωB97M-V/def2-TZVPD) of C16H20N4O4Os as an isolated structure at a distorted geometry.

2S+1 ... 5
HOMO energy (spin up / spin down) ... -0.6542 / -0.8287 Eh
Energy relative to the best compared isomer or geometry (same formula, charge and spin) ... 0.174 eV
Total charge ... +4
Kohn-Sham gap (spin up / spin down) ... 3.995 / 5.502 eV

The geometry in XYZ format:
```
45
C16H20N4O4Os ωB97M-V/def2-TZVPD
N 1.66 -1.28 -0.56
C 2.52 -2.01 -0.27
C 3.61 -2.91 0.01
H 4.21 -2.50 0.83
H 4.24 -3.02 -0.88
H 3.20 -3.89 0.30
N -1.07 0.06 -1.99
C -1.82 -0.08 -2.87
C -2.80 -0.27 -3.90
H -2.28 -0.48 -4.85
H -3.40 0.65 -4.00
H -3.46 -1.12 -3.65
N -0.29 1.81 0.76
C -0.37 2.55 1.65
C -0.46 3.52 2.71
H -1.49 3.53 3.10
H -0.21 4.52 2.34
H 0.24 3.24 3.51
Os -0.51 -0.46 -0.15
C -2.21 -0.02 0.46
O -3.25 0.33 0.88
C -0.83 -2.24 -0.55
O -0.94 -3.36 -0.86
C 2.39 0.66 -2.43
C 2.80 1.31 -1.26
C 2.09 2.42 -0.80
C 0.98 2.87 -1.51
C 0.55 2.21 -2.66
C 1.26 1.10 -3.12
H 2.96 -0.19 -2.82
H 3.68 0.96 -0.72
H 2.42 2.94 0.10
H 0.44 3.76 -1.17
H -0.32 2.58 -3.21
H 0.95 0.59 -4.04
N -2.33 -1.76 3.80
C -1.51 -2.26 2.67
C -0.28 -1.36 2.74
O 0.09 -1.10 3.89
O 0.31 -0.90 1.67
H -1.71 -1.78 4.63
H -3.19 -2.28 3.96
H -2.58 -0.77 3.63
H -1.19 -3.29 2.88
H -2.09 -2.27 1.75
```

5.
The following is a DFT calculation (ωB97M-V/def2-TZVPD) of C14H24HoN4O5 as an isolated structure at a distorted geometry.

2S+1 ... 5
HOMO energy (spin up / spin down) ... -0.4027 / -0.4014 Eh
Total charge ... +1
Kohn-Sham gap (spin up / spin down) ... 7.305 / 7.281 eV

The geometry in XYZ format:
```
48
C14H24HoN4O5 ωB97M-V/def2-TZVPD
O -1.65 -0.46 -3.13
H -1.07 -0.64 -3.91
Ho 0.00 0.08 -0.95
N 0.66 2.04 0.05
N -0.96 2.07 -1.90
O 1.69 1.96 1.03
O -2.01 2.05 -2.68
C 0.47 3.27 -0.49
C -0.45 3.30 -1.57
C 1.19 4.49 -0.03
C -0.85 4.56 -2.27
H 2.11 4.27 0.51
H 0.56 5.12 0.62
H 1.47 5.10 -0.89
H -1.54 4.29 -3.07
H 0.03 5.07 -2.70
H -1.33 5.28 -1.60
H 1.56 2.76 1.58
H -1.98 0.50 -3.19
O -2.44 0.05 -0.52
H -2.96 -0.16 0.29
H -2.96 0.71 -1.02
C 2.28 -0.04 -1.43
H 2.89 -0.92 -1.21
H 2.93 0.84 -1.42
H 1.96 -0.16 -2.49
O 4.19 0.24 1.83
H 3.62 0.79 1.26
H 4.09 -0.66 1.44
N -0.74 -2.37 -1.23
C -0.77 -3.17 -0.02
C -1.13 -4.51 -0.04
C -1.21 -5.23 1.18
C -0.95 -4.60 2.39
C -0.58 -3.22 2.43
C -0.31 -2.53 3.63
C 0.06 -1.20 3.58
C 0.16 -0.56 2.34
N -0.16 -1.15 1.17
C -0.49 -2.49 1.20
H -0.25 -2.88 -1.96
H -1.68 -2.25 -1.63
H -1.35 -5.00 -0.99
H -1.49 -6.28 1.17
H -1.03 -5.14 3.34
H -0.40 -3.07 4.57
H 0.29 -0.63 4.48
H 0.52 0.47 2.26
```

6.
The following is a DFT calculation (ωB97M-V/def2-TZVPD) of an isolated molecule of F2HNOS at a distorted geometry.

HOMO energy ... -0.4009 Eh
Energy relative to the best compared isomer or geometry (same formula, charge and spin) ... 2.416 eV
Total charge ... 0
Kohn-Sham gap ... 10.528 eV

The geometry in XYZ format:
```
6
F2HNOS ωB97M-V/def2-TZVPD
N 0.67 0.04 0.69
O 1.84 0.30 -0.17
F -1.52 -1.58 -0.10
F -1.58 0.95 -0.19
S -0.85 -0.23 0.80
H 1.45 0.53 -1.03
```